# 1
DFT (ωB97M-V/def2-TZVPD) results for a structure of composition C30H36NO4PPdS5.

XYZ file:
```
78
Properties=species:S:1:pos:R:3:forces:R:3
Pd 0.46934 0.19585 -0.30180 2.37 2.54 0.77
O -0.56361 -1.66309 -1.40395 -0.17 -0.25 -0.13
S -0.21079 -2.29552 -2.71630 -1.19 -1.16 -0.25
C -1.68497 -2.05529 -3.83623 0.26 0.04 0.06
C -2.86776 -1.49042 -3.07752 0.21 0.11 0.03
C -2.64640 -0.01435 -2.73687 0.06 -0.19 0.11
C -3.46872 0.39826 -1.53361 0.41 -0.45 -0.01
S -2.97999 -0.59528 -0.04440 -1.06 1.10 0.09
O -1.71626 0.01833 0.45431 -0.66 -0.11 0.37
C -4.30943 0.17980 0.92236 0.18 -0.48 -0.21
C -4.09314 1.33969 1.64013 0.17 -0.02 -0.01
C -5.17078 1.94741 2.26707 -0.02 -0.06 -0.06
C -6.43810 1.39404 2.16637 -0.02 0.07 0.06
C -6.63660 0.22143 1.45492 -0.08 0.00 -0.02
C -5.56673 -0.39289 0.83105 0.05 -0.03 0.02
C -0.45465 -4.06234 -2.44007 0.40 0.24 -0.28
C 0.21633 -4.92444 -3.29287 -0.08 0.09 0.05
C 0.07914 -6.28948 -3.11993 -0.02 -0.07 -0.05
C -0.72306 -6.77950 -2.10045 0.01 0.02 0.04
C -1.37675 -5.90712 -1.24380 -0.01 0.04 -0.02
C -1.23864 -4.53814 -1.40649 -0.06 0.27 0.07
H -1.90395 -3.02165 -4.28355 0.12 -0.05 -0.05
H -1.35064 -1.36728 -4.61120 0.00 0.04 -0.12
H -3.00660 -2.06327 -2.15597 -0.05 -0.04 -0.15
H -3.77439 -1.60689 -3.67689 0.05 -0.06 0.02
H -2.90005 0.61437 -3.59395 -0.01 0.03 -0.01
H -1.59051 0.15626 -2.50414 -0.17 -0.01 -0.11
H -4.52670 0.20744 -1.69380 -0.16 0.02 0.04
H -3.31041 1.44410 -1.27657 -0.09 0.04 0.21
H -3.09707 1.75538 1.70149 0.08 0.02 0.00
H -5.02155 2.85862 2.82359 0.02 0.10 0.09
H -7.27636 1.87845 2.64439 -0.05 0.03 0.06
H -7.62329 -0.20944 1.37849 -0.08 -0.04 0.02
H -5.70626 -1.30519 0.26821 -0.05 -0.12 -0.04
H 0.83528 -4.52039 -4.07989 0.14 -0.02 -0.14
H 0.60156 -6.96802 -3.77510 0.05 -0.10 -0.07
H -0.82770 -7.84392 -1.96262 -0.01 -0.12 0.00
H -1.99288 -6.28732 -0.44344 -0.04 -0.05 0.07
H -1.71556 -3.83760 -0.73657 -0.04 0.05 0.10
C 2.64594 -1.94959 -1.73610 -0.08 0.03 0.19
C 2.39182 -0.83944 -2.70766 -1.54 1.56 1.61
C 2.94557 -0.86712 -3.96139 0.38 1.10 -2.12
C 2.67907 0.15582 -4.87952 0.22 -1.09 1.07
C 1.82425 1.20407 -4.51540 -0.29 0.12 0.54
C 1.46705 2.23634 -5.40485 -0.58 0.69 0.24
C 0.58430 3.25496 -5.02521 1.03 -0.73 -1.31
C 0.05330 3.26426 -3.76879 0.31 -1.14 1.54
C 0.38639 2.23296 -2.83603 -1.14 1.31 0.24
S -0.42339 2.29339 -1.31937 0.35 -0.81 -0.12
C 1.27553 1.19179 -3.19285 0.65 -0.60 -0.73
N 1.57388 0.19661 -2.32690 0.41 -1.54 0.14
H 2.70087 -2.90575 -2.25046 0.03 -0.06 -0.14
H 1.86480 -1.99455 -0.96874 0.24 -0.04 -0.26
H 3.59593 -1.79102 -1.22080 0.00 0.00 -0.10
H 3.58682 -1.68938 -4.23811 0.07 -0.07 -0.04
H 3.10811 0.13506 -5.86763 0.09 -0.03 -0.16
H 1.88443 2.21753 -6.39898 0.05 0.07 -0.16
H 0.32626 4.02344 -5.73597 -0.02 0.09 -0.07
H -0.63634 4.02672 -3.45035 -0.09 0.16 0.07
C 4.91423 2.34444 3.98360 -0.32 -0.06 -0.19
C 3.67509 1.62239 3.49158 0.28 -0.24 0.37
O 3.15857 2.34421 2.36215 -0.23 0.16 -0.49
P 2.17378 1.70087 1.29267 0.08 0.01 0.16
S 0.26019 1.68484 1.90345 0.72 -0.96 -1.30
S 2.83526 -0.12581 0.75361 -1.34 0.40 0.04
O 2.27173 2.71390 0.06537 0.03 0.09 0.43
C 3.47112 2.86880 -0.71654 0.26 -0.02 -0.11
C 4.38291 3.92983 -0.13792 -0.23 -0.13 -0.02
H 5.33180 1.81538 4.83483 0.05 -0.05 0.10
H 4.66703 3.35817 4.28513 -0.01 0.10 0.06
H 5.66024 2.39030 3.19506 0.12 -0.02 -0.05
H 2.90661 1.58138 4.26677 -0.02 0.00 -0.08
H 3.91275 0.60219 3.17603 -0.04 0.08 0.08
H 3.11669 3.15441 -1.71051 0.04 -0.05 0.06
H 3.98091 1.90022 -0.78788 -0.12 0.10 -0.04
H 3.84438 4.86696 -0.03109 -0.02 0.13 -0.01
H 5.22871 4.07902 -0.80324 0.12 0.04 -0.07
H 4.74504 3.62929 0.83957 0.09 0.00 0.08
```
Forces are in eV/Å.

Output
Total charge: +1
Spin multiplicity: 2
Strongest force on any atom (eV/Å): 3.56
<S²>: 0.81
LUMO level (spin up / spin down) (eV): -4.143 / -5.045
E_tot (eV): -108314.301

=====

# 2
DFT (ωB97M-V/def2-TZVPD) results for a structure of composition C4H11ClNPS2.

XYZ file:
```
20
Properties=species:S:1:pos:R:3:forces:R:3
C -2.68090 -0.31092 -0.99516 -0.83 0.54 -0.07
C -0.39579 1.53955 0.12255 -1.70 -1.72 -3.61
C -1.92686 -0.72189 0.18061 1.45 2.02 2.89
C -0.51801 0.03441 0.26571 0.85 -1.67 -1.01
N 3.58547 0.31827 0.55857 0.70 0.86 3.56
P 2.59391 -0.93640 0.08308 -0.77 0.49 -0.21
S 2.07689 -0.86545 -1.77307 0.75 -0.19 -0.62
S 0.43313 -0.67099 1.61513 -1.09 0.42 1.23
Cl 3.46863 -2.53940 0.99731 0.64 -0.47 -0.04
H -2.75811 0.76673 -1.00028 -0.31 0.30 -0.34
H -2.09505 -0.65165 -1.81603 -0.15 -0.13 -1.28
H -3.67728 -0.74236 -0.91848 -0.03 -0.04 -0.60
H -0.78191 2.08045 0.87033 -2.23 1.89 2.89
H -0.93991 1.79515 -0.88497 1.38 -0.11 1.88
H 0.59907 1.83765 0.15509 2.04 0.33 -0.77
H -1.66754 -1.73537 0.09427 0.20 -1.57 0.18
H -2.52019 -0.57132 1.13921 0.88 -0.13 -0.97
H 0.20187 -0.29463 -0.56392 -1.73 0.02 0.45
H 3.62339 0.42249 1.66868 0.01 -0.53 -3.14
H 3.37920 1.24567 0.20136 -0.05 -0.32 -0.40
```
Forces are in eV/Å.

Output
Spin multiplicity: 3
Strongest force on any atom (eV/Å): 4.34
<S²>: 2.01
LUMO level (spin up / spin down) (eV): 0.516 / -2.665
E_tot (eV): -49296.257
Relative energy (zero: lowest compared OMol25 entry of this formula, charge and spin) (kcal/mol): 0.00

=====

# 3
DFT (ωB97M-V/def2-TZVPD) results for an isolated molecule of C4H7NO.

XYZ file:
```
13
Properties=species:S:1:pos:R:3:forces:R:3
C -0.05674 0.07882 -1.83799 0.03 0.01 0.00
C -0.43454 0.12376 -0.37107 -0.16 0.04 -0.13
C -0.09184 -1.05366 0.48119 -0.08 -0.33 0.07
N 0.62081 0.19005 0.63087 0.13 0.03 0.16
C 0.50885 0.84117 1.85444 0.00 -0.13 0.18
O 0.57501 0.26715 2.91668 -0.06 0.32 -0.39
H 0.56732 0.91791 -2.15563 -0.13 0.00 0.14
H -0.96440 0.07205 -2.45033 0.12 0.02 0.09
H 0.48573 -0.84707 -2.05232 0.02 0.20 0.01
H -1.34722 0.67181 -0.13114 0.13 -0.17 0.02
H -0.74010 -1.33936 1.30512 0.08 0.05 -0.10
H 0.47875 -1.86012 0.02762 -0.16 0.06 0.05
H 0.39838 1.93750 1.78253 0.09 -0.10 -0.10
```
Forces are in eV/Å.

Output
SMILES: C[C@H]1CN1C=O
Strongest force on any atom (eV/Å): 0.51
LUMO level (eV): 0.985
E_tot (eV): -7797.882
Relative energy (zero: lowest compared OMol25 entry of this formula, charge and spin) (kcal/mol): 40.65

=====

# 4
DFT (ωB97M-V/def2-TZVPD) results for a structure of composition C3H9Br2NaO4P.

XYZ file:
```
20
Properties=species:S:1:pos:R:3:forces:R:3
Na 3.20069 0.29436 1.76622 0.26 1.21 -0.22
Br 3.47472 2.63670 3.58554 -0.35 -0.53 0.11
Br 5.01530 1.79678 -0.01721 -0.20 -0.56 -0.08
C -0.09638 -2.63842 -0.09546 -0.63 -0.02 -1.04
O -0.89481 -1.45603 -0.17235 0.56 2.25 0.43
P -0.15281 0.01059 -0.19185 1.16 -0.55 1.15
O 1.03981 0.02764 0.71734 -1.59 0.00 -1.40
O 0.17201 0.37184 -1.73461 -1.28 -1.47 1.49
C -1.01623 0.13202 -2.54761 0.16 1.68 -0.94
O -1.37099 0.97745 0.18286 -0.14 -0.89 -0.25
C -1.41056 1.43057 1.56597 1.06 0.69 -0.11
H 0.87247 -2.47182 -0.56629 0.07 -0.21 0.19
H -0.72814 -3.26504 -0.72501 0.63 -0.84 0.18
H -0.01150 -3.03756 0.91528 0.01 0.27 -0.03
H -1.52049 1.09762 -2.58569 -0.36 -0.08 0.14
H -1.71506 -0.62475 -2.19118 0.47 -0.11 0.04
H -0.68728 -0.01656 -3.57610 0.15 -0.53 0.22
H -0.64288 2.20263 1.51395 0.14 -0.14 1.14
H -1.20222 0.61272 2.25577 0.28 0.17 -0.09
H -2.32567 1.91927 1.90042 -0.40 -0.33 -0.92
```
Forces are in eV/Å.

Output
Total charge: -1
Strongest force on any atom (eV/Å): 2.45
LUMO level (eV): 1.935
E_tot (eV): -165243.651

=====

# 5
DFT (ωB97M-V/def2-TZVPD) results for an isolated molecule of C15H30N2O2.

XYZ file:
```
49
Properties=species:S:1:pos:R:3:forces:R:3
C 5.90981 2.88721 -1.90600 0.04 -0.25 -0.02
H 6.99019 2.89525 -2.03112 0.10 0.10 0.00
C 5.37384 1.46155 -1.94409 -0.20 0.26 0.05
C 3.85845 1.42192 -1.76495 0.29 -0.41 -0.03
C 3.31241 -0.00321 -1.81039 -0.14 0.28 -0.03
C 1.79268 -0.03430 -1.62669 0.03 -0.03 -0.06
C 1.37122 0.51880 -0.27976 0.30 -0.22 -0.34
O 0.74002 1.54907 -0.14342 -0.22 0.38 -0.03
N 1.80052 -0.22041 0.77483 0.22 -0.15 0.24
H 2.11111 -1.16166 0.58761 -0.05 0.07 -0.10
C 1.31582 0.03972 2.10734 -0.29 -0.12 0.09
H 2.08294 -0.23576 2.83435 -0.04 0.06 0.03
H 1.12104 1.11384 2.16996 0.06 -0.10 0.11
C 0.01180 -0.73800 2.39010 0.25 0.03 0.15
N -0.96007 -0.44362 1.35994 0.05 0.10 0.31
C -1.02362 -1.16263 0.21399 -0.36 0.35 -0.13
O -0.40322 -2.19808 0.05654 0.14 -0.43 -0.15
C -1.97655 -0.60776 -0.82482 -0.02 -0.24 -0.13
C -3.38622 -1.18712 -0.65066 0.05 0.23 0.18
C -4.07354 -0.70340 0.62397 -0.17 -0.40 -0.05
C -5.47423 -1.29078 0.80702 0.05 0.25 -0.04
C -6.48288 -0.77699 -0.21408 0.09 -0.17 0.17
H -6.22163 -1.09669 -1.21928 -0.03 0.01 -0.15
H -7.47587 -1.15823 0.01309 -0.12 0.01 -0.06
H -6.52168 0.31021 -0.19679 -0.04 0.13 -0.04
H -5.82867 -1.03493 1.80857 0.00 -0.10 0.02
H -5.41728 -2.37974 0.74583 0.00 -0.06 0.09
H -4.14365 0.38739 0.60643 0.05 0.11 0.06
H -3.46387 -0.98710 1.48448 -0.01 0.10 0.00
H -3.98065 -0.89835 -1.51871 0.00 -0.07 -0.04
H -3.31776 -2.27697 -0.63569 -0.05 -0.05 -0.07
H -2.00270 0.48136 -0.76937 0.01 0.05 -0.03
H -1.59587 -0.89936 -1.80498 0.09 0.07 0.07
H -1.33154 0.49424 1.35570 0.00 -0.05 -0.14
C -0.55078 -0.39278 3.76217 0.11 -0.17 -0.25
H -0.76492 0.67202 3.82508 -0.04 0.15 0.06
H 0.16598 -0.64876 4.53741 0.06 0.02 0.13
H -1.46966 -0.94477 3.94176 -0.07 -0.03 0.05
H 0.21408 -1.81291 2.31628 -0.02 0.18 0.04
H 1.42576 -1.06026 -1.70707 -0.07 -0.01 -0.02
H 1.31636 0.57022 -2.39992 -0.05 -0.02 0.08
H 3.79310 -0.59903 -1.03100 0.06 -0.06 -0.04
H 3.56022 -0.45633 -2.77328 0.03 -0.06 0.03
H 3.59340 1.87871 -0.80913 -0.04 0.11 0.03
H 3.38571 2.01337 -2.55194 -0.08 0.08 0.00
H 5.84676 0.87488 -1.15277 0.02 -0.09 -0.03
H 5.63681 1.00017 -2.89907 0.03 -0.09 0.01
H 5.66968 3.35821 -0.95536 0.00 0.10 0.09
H 5.46715 3.48177 -2.70209 -0.02 0.12 -0.07
```
Forces are in eV/Å.

Output
SMILES: CCCCCC(=O)NC[C@@H](C)NC(=O)CCCCC
Strongest force on any atom (eV/Å): 0.52
LUMO level (eV): 0.874
E_tot (eV): -23118.929
Relative energy (zero: lowest compared OMol25 entry of this formula, charge and spin) (kcal/mol): 1.61

=====

# 6
DFT (ωB97M-V/def2-TZVPD) results for a cluster of 4 separate species, C5H19NO4 in total.

XYZ file:
```
29
Properties=species:S:1:pos:R:3:forces:R:3
C 2.06541 -0.29858 -1.93600 -0.51 -0.12 0.23
C 1.99083 -0.20999 -0.41561 0.73 0.58 -0.02
N 0.62771 -0.34866 0.10001 -0.33 0.38 -0.39
C 0.36449 -1.68549 0.58938 -0.48 -0.36 0.00
C 0.28477 0.64113 1.12773 0.29 -0.47 -0.24
C -0.02309 2.05669 0.61692 0.53 -0.63 -0.10
O 0.85736 2.53820 -0.37911 0.07 0.14 -0.15
H 1.44715 0.48989 -2.37606 -0.04 -0.15 -0.07
H 1.68488 -1.27226 -2.24968 -0.01 0.09 -0.25
H 3.06252 -0.15651 -2.33677 0.27 -0.09 0.16
H 2.35888 0.76221 -0.10657 0.04 0.19 -0.03
H 2.70206 -0.91459 0.03278 -0.30 -0.29 0.10
H 0.67349 -2.43357 -0.14034 0.18 0.06 0.02
H 0.84794 -1.87954 1.55570 0.17 -0.07 -0.04
H -0.71034 -1.83783 0.73128 0.05 0.10 0.01
H -0.65808 0.31175 1.54274 -0.17 -0.15 0.28
H 1.03752 0.56878 1.92665 0.03 0.44 0.05
H 0.10580 2.73936 1.45310 -0.43 0.12 0.05
H -1.05204 2.01895 0.25120 -0.03 0.40 0.03
H 0.65294 2.11314 -1.21866 -0.05 0.01 0.10
H -1.92001 -0.29757 2.91455 0.05 0.02 0.49
H -0.87315 0.21251 3.91519 -0.13 -0.07 -0.03
O -1.71510 -0.25531 3.86162 -0.01 0.00 -0.32
H -4.09511 -1.06391 -0.38192 0.12 -0.12 -0.02
H -2.95497 -0.63120 -1.37018 -0.31 0.01 -0.05
O -3.88277 -0.48187 -1.11373 0.05 0.16 0.01
H -0.68077 -0.22148 -1.44318 0.27 -0.14 -0.01
H -0.91062 -0.03602 -2.97128 -0.06 -0.01 0.00
O -1.28768 -0.42825 -2.17975 0.01 0.00 0.17
```
Forces are in eV/Å.

Output
SMILES: CCN(C)CCO.O.O.O
Strongest force on any atom (eV/Å): 0.94
LUMO level (eV): 0.499
E_tot (eV): -15172.665
Relative energy (zero: lowest compared OMol25 entry of this formula, charge and spin) (kcal/mol): 29.29